147
Properties=species:S:1:pos:R:3:mulliken_charge:R:1 method="wB97M-V/def2-TZVPD" max_force_ev_per_a=4.8 homo_energy_ev=-5.1 charge=-1 spin_multiplicity=1 gap_ev=6.508 mol_weight_g_mol=965.030
C -1.584 -1.256 0.408 -1.1405
C -0.532 -2.331 0.157 -0.5272
C 0.277 -2.625 1.402 -0.6476
C 1.301 -3.735 1.205 -0.8264
C 2.700 -3.339 1.673 -0.4129
C 3.486 -4.516 2.205 -0.7550
C 4.966 -4.176 2.444 -0.6655
C 5.489 -4.543 3.851 -1.0733
C 5.573 -3.400 4.891 0.2576
C 6.980 -3.260 5.527 -1.0660
C 7.664 -1.874 5.487 -0.1773
C 7.835 -1.344 6.943 -1.5727
C 6.623 -0.531 7.417 0.3515
C 6.803 0.956 7.167 -0.7913
C 5.576 1.792 7.496 -2.0069
P 4.227 1.859 6.161 1.9338
C 3.093 2.938 7.281 -0.9926
C 1.637 2.588 7.366 1.1606
C 0.914 2.425 6.063 -1.4192
F 0.990 3.671 8.028 -0.4497
C 3.389 0.219 6.689 0.5992
C 3.248 -0.099 8.025 -0.9560
C 2.647 -1.234 8.461 -0.8769
C 2.173 -2.089 7.523 -0.4193
C 2.321 -1.732 6.214 -0.6771
N 2.920 -0.628 5.763 0.0046
O 5.254 0.981 4.987 -0.9372
C 5.632 1.859 3.964 0.3161
C 5.198 1.561 2.559 -1.7174
N 5.874 0.392 2.024 -0.0458
C 5.836 0.414 0.564 -1.2053
C 5.436 3.346 4.355 0.5230
Br 4.048 4.382 3.259 -0.2220
C 6.752 4.166 4.288 -0.6943
C 6.889 5.139 3.167 -0.1302
O 7.032 6.322 3.355 -0.5406
O 5.072 3.384 5.617 -0.6959
H -2.534 -1.696 0.672 0.2959
H -1.267 -0.641 1.236 0.4403
H -1.690 -0.634 -0.465 0.1962
H -0.975 -3.246 -0.214 0.3442
H 0.146 -1.970 -0.605 0.2805
H -0.396 -2.857 2.215 0.2727
H 0.805 -1.717 1.660 0.4442
H 0.995 -4.618 1.753 0.4010
H 1.353 -4.022 0.161 0.4616
H 3.230 -2.901 0.854 0.3083
H 2.575 -2.586 2.423 0.1650
H 3.424 -5.271 1.430 0.2159
H 3.008 -4.891 3.101 0.4655
H 5.064 -3.109 2.332 0.2093
H 5.587 -4.643 1.691 0.4840
H 6.457 -5.006 3.709 0.4403
H 4.825 -5.312 4.229 0.4164
H 5.305 -2.457 4.441 -0.1324
H 4.868 -3.629 5.674 0.2515
H 6.913 -3.597 6.553 0.4321
H 7.632 -3.959 5.023 0.4564
H 7.061 -1.164 4.944 -0.1337
H 8.646 -1.964 5.044 0.4882
H 8.730 -0.747 7.062 0.5235
H 7.895 -2.216 7.578 0.5561
H 5.744 -0.949 6.949 -0.2696
H 6.585 -0.630 8.494 0.4351
H 7.589 1.251 7.861 0.5341
H 7.210 1.172 6.191 0.0249
H 5.904 2.812 7.604 0.6825
H 5.228 1.490 8.477 0.7744
H 3.376 2.083 5.031 -0.0851
H 3.134 3.945 6.896 0.5088
H 3.458 2.987 8.298 0.1531
H 1.429 1.728 7.987 0.0778
H -0.083 2.056 6.264 0.3860
H 1.384 1.677 5.448 0.3050
H 0.831 3.359 5.529 0.3541
H 3.597 0.598 8.762 0.3838
H 2.535 -1.442 9.507 0.4587
H 1.671 -2.999 7.784 0.4514
H 1.923 -2.400 5.482 0.4317
H 6.725 1.754 3.903 0.1773
H 4.124 1.459 2.494 0.3800
H 5.461 2.431 1.951 0.5760
H 6.854 0.499 2.253 0.2284
H 6.452 1.203 0.142 0.4130
H 4.829 0.535 0.213 0.3655
H 6.184 -0.541 0.189 0.3421
H 7.585 3.482 4.225 0.4023
H 6.774 4.752 5.187 0.3309
H 6.913 4.769 2.135 0.3833
O -2.319 -1.393 -3.651 -0.9093
P -2.675 -0.614 -4.873 0.6540
N -1.578 0.723 -4.893 0.0713
C -1.908 1.946 -4.182 -0.8995
C -0.197 0.317 -4.654 -1.0478
N -4.282 -0.146 -4.531 0.4850
C -4.865 1.151 -4.811 -1.1460
C -4.945 -0.795 -3.409 -1.0667
N -2.994 -0.630 -6.575 0.2122
C -3.827 -1.782 -6.981 -1.1077
C -1.831 -0.585 -7.482 -0.9565
H -2.684 2.507 -4.700 0.2849
H -1.035 2.598 -4.165 0.3697
H -2.222 1.770 -3.144 0.2480
H 0.052 -0.571 -5.242 0.3417
H -0.002 0.083 -3.601 0.2747
H 0.481 1.112 -4.969 0.3798
H -4.692 1.860 -3.992 0.2853
H -5.947 1.059 -4.945 0.3230
H -4.477 1.573 -5.736 0.3257
H -4.676 -0.346 -2.445 0.3024
H -4.697 -1.852 -3.366 0.2999
H -6.027 -0.719 -3.538 0.3381
H -3.310 -2.740 -6.859 0.3038
H -4.116 -1.677 -8.027 0.3877
H -4.745 -1.818 -6.397 0.3030
H -1.095 -1.368 -7.275 0.3386
H -1.343 0.382 -7.421 0.2609
H -2.176 -0.710 -8.509 0.3772
O -8.261 1.733 -6.852 -0.8309
P -9.261 1.536 -7.942 0.5844
N -10.677 0.929 -7.155 0.1078
C -10.832 -0.498 -6.942 -0.9110
C -11.028 1.695 -5.965 -1.0484
N -8.474 0.373 -8.915 0.3225
C -9.105 -0.761 -9.553 -1.1227
C -7.067 0.122 -8.643 -1.3327
N -10.076 2.207 -9.313 0.0629
C -9.166 2.985 -10.188 -1.0698
C -11.258 3.052 -9.051 -0.9154
H -11.062 -1.014 -7.873 0.2789
H -11.688 -0.673 -6.290 0.3540
H -9.950 -0.964 -6.480 0.2701
H -10.962 2.768 -6.163 0.3466
H -10.375 1.475 -5.113 0.2886
H -12.061 1.484 -5.682 0.3766
H -9.147 -1.633 -8.889 0.3682
H -8.540 -1.053 -10.444 0.3263
H -10.112 -0.522 -9.890 0.3092
H -6.924 -0.565 -7.799 0.3974
H -6.544 1.045 -8.415 0.3386
H -6.583 -0.305 -9.526 0.4545
H -8.795 3.892 -9.702 0.3360
H -9.692 3.270 -11.098 0.4118
H -8.312 2.378 -10.480 0.3011
H -11.055 3.868 -8.352 0.3303
H -12.073 2.449 -8.662 0.2592
H -11.597 3.488 -9.990 0.3797